Entry 1:
This record from the OMol25 dataset describes a cluster of 3 separate species, C5H14N2O in total. The level of theory is ωB97M-V with the def2-TZVPD basis set.

* calculated total energy: -383.4080 hartree
* Kohn-Sham gap (spin up / spin down): 7.362 / 7.365 eV
* highest occupied orbital energy (spin up / spin down): -6.63 / -6.64 eV
* energy above the lowest of the compared OMol25 structures with the same formula, charge and spin: 183.7 kcal/mol

```
! RIJCOSX wB97M-V def2-TZVPD def2/J DEFGRID3
* xyz 0 1
C 0.9077 0.5703 -0.3533
C 1.2093 1.5116 0.7866
C 1.8441 -0.6132 -0.4816
C -1.1426 0.1915 -0.4827
N -1.9010 1.1482 0.1243
C -1.3916 -0.4502 -1.6301
H 0.8313 1.1030 -1.2990
H -1.8078 1.2642 1.1209
H -2.2052 1.9423 -0.4201
H 2.8510 -0.2668 -0.7434
H 1.3769 0.9655 1.7171
H 2.1083 2.0986 0.5679
H 0.4091 2.2327 0.9668
H 1.5140 -1.3127 -1.2507
H 1.9154 -1.1477 0.4675
H -0.6358 -1.0263 -2.1402
H -2.4008 -0.4687 -2.0180
N -0.7545 -1.1850 1.4310
O -0.8557 -2.4407 0.7278
H 0.0263 -2.8180 0.8322
H -1.7137 -1.0837 1.7689
H -0.1846 -0.2150 0.3082
*
```

Mulliken atomic charges, in units of e: atom 1 (C): 0.144, atom 2 (C): -1.301, atom 3 (C): -1.295, atom 4 (C): 0.398, atom 5 (N): -0.444, atom 6 (C): -0.833, atom 7 (H): 0.411, atom 8 (H): 0.266, atom 9 (H): 0.201, atom 10 (H): 0.403, atom 11 (H): 0.290, atom 12 (H): 0.414, atom 13 (H): 0.359, atom 14 (H): 0.301, atom 15 (H): 0.308, atom 16 (H): 0.181, atom 17 (H): 0.284, atom 18 (N): -0.654, atom 19 (O): -0.398, atom 20 (H): 0.309, atom 21 (H): 0.252, atom 22 (H): 0.401



Entry 2:
This record from the OMol25 dataset describes the molecule C5H6Br2. The level of theory is ωB97M-V with the def2-TZVPD basis set.

* calculated total energy: -5341.9119 hartree
* Kohn-Sham gap (spin up / spin down): 6.843 / 7.863 eV
* highest occupied orbital energy (spin up / spin down): -7.28 / -8.26 eV
* energy above the lowest of the compared OMol25 structures with the same formula, charge and spin: 127.0 kcal/mol

```
! RIJCOSX wB97M-V def2-TZVPD def2/J DEFGRID3
* xyz 0 1
C -1.5704 0.0511 -1.2834
C -0.9499 0.7842 -0.4547
C 0.0589 0.8505 1.9177
C 0.8654 -1.8047 -1.0412
C -0.0128 1.0584 0.4256
Br -0.5555 -1.8420 -2.1676
Br 1.4736 2.0604 -0.1944
H -2.3898 0.2645 -1.9337
H -0.8921 0.3376 2.3145
H 0.8183 0.2095 1.9695
H 0.2294 1.8355 2.3168
H 1.6915 -1.1145 -1.4121
H 1.2334 -2.6906 -0.4571
*
```

Mulliken atomic charges, in units of e: atom 1 (C): -0.695, atom 2 (C): 0.126, atom 3 (C): -1.119, atom 4 (C): -0.619, atom 5 (C): 0.394, atom 6 (Br): 0.050, atom 7 (Br): -0.119, atom 8 (H): 0.403, atom 9 (H): 0.286, atom 10 (H): 0.373, atom 11 (H): 0.356, atom 12 (H): 0.243, atom 13 (H): 0.321



Entry 3:
This record from the OMol25 dataset describes a structure of composition C4H14N2OSi. The level of theory is ωB97M-V with the def2-TZVPD basis set.

* calculated total energy: -635.0314 hartree
* Kohn-Sham gap: 9.373 eV
* highest occupied orbital energy: -8.77 eV
* energy above the lowest of the compared OMol25 structures with the same formula, charge and spin: 37.7 kcal/mol

```
! RIJCOSX wB97M-V def2-TZVPD def2/J DEFGRID3
* xyz 0 1
C 0.7028 1.5414 0.1823
C 1.3215 0.3821 -2.0969
C -1.1406 0.8983 -1.3322
C 0.2718 0.4458 -0.8738
N -0.6657 -2.9413 1.7008
N -2.5019 -0.7393 1.6880
O 0.3756 -0.8089 -0.2457
Si -0.8672 -1.2190 1.6645
H 0.3573 2.5516 -0.0575
H 0.0281 1.3590 1.0035
H 1.7553 1.3187 0.5818
H 0.7817 0.0755 -2.9616
H 1.9288 -0.4440 -1.8983
H 1.8855 1.3005 -2.2833
H -1.5338 -0.0121 -1.7229
H -1.7579 1.1417 -0.4830
H -1.1172 1.6647 -2.0250
H 0.1631 -3.3516 1.3440
H -0.5862 -3.3205 2.6042
H -3.3422 -1.3134 1.9032
H -2.6863 0.0712 1.1230
H -0.3192 -0.3377 2.6302
*
```

Mulliken atomic charges, in units of e: atom 1 (C): -1.354, atom 2 (C): -1.611, atom 3 (C): -1.765, atom 4 (C): 1.609, atom 5 (N): -0.509, atom 6 (N): -0.311, atom 7 (O): -0.716, atom 8 (Si): 0.390, atom 9 (H): 0.394, atom 10 (H): 0.304, atom 11 (H): 0.285, atom 12 (H): 0.397, atom 13 (H): 0.454, atom 14 (H): 0.309, atom 15 (H): 0.469, atom 16 (H): 0.262, atom 17 (H): 0.459, atom 18 (H): 0.253, atom 19 (H): 0.251, atom 20 (H): 0.252, atom 21 (H): 0.240, atom 22 (H): -0.060



Entry 4:
This record from the OMol25 dataset describes the molecule C7H12S. The level of theory is ωB97M-V with the def2-TZVPD basis set.

* calculated total energy: -672.0469 hartree
* Kohn-Sham gap: 9.321 eV
* highest occupied orbital energy: -8.39 eV
* energy above the lowest of the compared OMol25 structures with the same formula, charge and spin: 43.9 kcal/mol
* SMILES string: C=C1SCCC[C@H]1C

```
! RIJCOSX wB97M-V def2-TZVPD def2/J DEFGRID3
* xyz 0 1
C 0.2751 1.7597 1.3495
C 0.2992 1.2399 -0.1148
C -1.1502 1.1677 -0.7196
C -1.6933 -0.1771 -0.8604
C -1.4199 -1.1234 0.3725
C 1.0591 -0.0697 -0.3978
C 2.2567 -0.1295 -0.9314
H 0.4388 0.9537 2.1118
H -0.7680 2.0395 1.6309
H 0.9344 2.5401 1.5932
H 0.6418 2.1553 -0.6274
H -1.8427 1.9048 -0.2206
H -1.0567 1.4983 -1.7410
H -1.1586 -0.6934 -1.7307
H -2.7128 -0.0362 -1.1221
H -1.9407 -2.0193 0.1417
H -1.9098 -0.5130 1.2576
H 2.7630 0.7536 -1.3268
H 2.9076 -0.9896 -0.8056
S 0.3714 -1.4750 0.5406
*
```

Mulliken atomic charges, in units of e: atom 1 (C): -1.348, atom 2 (C): 0.462, atom 3 (C): -0.906, atom 4 (C): -0.807, atom 5 (C): -0.603, atom 6 (C): 0.052, atom 7 (C): -0.812, atom 8 (H): 0.279, atom 9 (H): 0.282, atom 10 (H): 0.401, atom 11 (H): 0.455, atom 12 (H): 0.357, atom 13 (H): 0.258, atom 14 (H): 0.348, atom 15 (H): 0.448, atom 16 (H): 0.514, atom 17 (H): 0.254, atom 18 (H): 0.285, atom 19 (H): 0.256, atom 20 (S): -0.174



Entry 5:
This record from the OMol25 dataset describes a structure of composition C29H50F3FeGeN2OSi2Te. The level of theory is ωB97M-V with the def2-TZVPD basis set.

* ⟨S²⟩: 6.04
* calculated total energy: -5807.0611 hartree
* Kohn-Sham gap (spin up / spin down): 4.203 / 5.905 eV
* highest occupied orbital energy (spin up / spin down): -1.98 / -3.68 eV
* energy above the lowest of the compared OMol25 structures with the same formula, charge and spin: 23.3 kcal/mol

```
! RIJCOSX wB97M-V def2-TZVPD def2/J DEFGRID3
* xyz -1 5
Fe 0.8857 -0.2956 -0.9163
C 4.8987 -0.2694 -1.7788
C 4.1729 -0.1944 -0.4166
C 4.9719 -1.0370 0.5985
C 4.1330 1.2775 0.0343
O 2.8967 -0.6970 -0.5354
H 5.9031 0.1414 -1.7070
H 4.3426 0.2902 -2.5277
H 4.9695 -1.3051 -2.1029
H 5.9677 -0.6255 0.7466
H 5.0624 -2.0545 0.2228
H 4.4384 -1.0708 1.5473
H 5.1322 1.6872 0.1642
H 3.5884 1.3598 0.9713
H 3.6029 1.8677 -0.7107
F 2.7988 6.3244 0.7917
C 1.8580 6.0471 -0.1518
F 0.8064 6.8635 0.2111
F 2.3168 6.5859 -1.2987
C 1.5175 4.6255 -0.2515
C 1.3502 3.9710 -1.4982
C 0.9879 2.6568 -1.5110
N 0.7594 1.9051 -0.3980
C 0.9411 2.5392 0.7881
C 1.3047 3.8466 0.9169
H 1.5133 4.5072 -2.4213
H 0.8514 2.1198 -2.4481
H 0.7671 1.9215 1.6606
H 1.4337 4.2959 1.8891
N -4.0892 -5.8589 -0.0993
C -3.7915 -4.7407 -0.1271
C -3.4176 -3.3988 -0.1586
C -3.2103 -2.6722 1.0341
C -2.7647 -1.3762 0.9889
C -2.5068 -0.7384 -0.2303
C -2.7438 -1.4484 -1.4123
C -3.1818 -2.7485 -1.3898
H -3.4004 -3.1574 1.9811
H -2.5825 -0.8390 1.9113
H -2.5517 -0.9544 -2.3577
H -3.3449 -3.2879 -2.3128
C -2.7141 3.8806 -0.1507
Ge -3.4824 2.0369 -0.1211
C -4.7666 1.8257 -1.6375
C -4.5477 1.7696 1.5473
C -2.0205 0.6635 -0.2583
H -3.4997 4.6281 -0.0823
H -2.1607 4.0533 -1.0688
H -2.0286 4.0305 0.6777
H -5.6251 2.4797 -1.5077
H -5.1251 0.8010 -1.6752
H -4.3026 2.0652 -2.5900
H -5.4009 2.4430 1.5676
H -3.9484 1.9543 2.4337
H -4.9191 0.7496 1.5862
H -1.3240 0.8389 0.5634
H -1.4903 0.8653 -1.1950
C 0.0172 -6.2405 3.6367
Si 0.8461 -4.5821 3.1589
C 2.7215 -4.9221 2.9724
C 0.6000 -3.3403 4.5887
C 0.0806 -3.8396 1.6026
Te 1.3216 -2.1530 0.8558
C 2.1359 -3.4954 -0.6432
Si 1.2147 -3.5630 -2.2957
C 2.3727 -4.4132 -3.5677
C -0.3781 -4.5972 -2.1021
C 0.7143 -1.8983 -3.0913
H 0.3595 -6.5821 4.6090
H 0.2456 -7.0179 2.9140
H -1.0628 -6.1433 3.6787
H 3.1952 -5.0729 3.9391
H 3.2068 -4.0772 2.4875
H 2.9104 -5.8082 2.3722
H 1.0751 -3.6779 5.5036
H -0.4540 -3.1936 4.7993
H 1.0209 -2.3754 4.3244
H -0.9169 -3.4684 1.8177
H -0.0244 -4.5750 0.8101
H 2.1801 -4.4787 -0.1836
H 3.1502 -3.1486 -0.8020
H 2.6799 -5.3952 -3.2255
H 3.2740 -3.8324 -3.7313
H 1.8897 -4.5419 -4.5304
H -0.1670 -5.5899 -1.7181
H -0.9007 -4.7216 -3.0454
H -1.0692 -4.1265 -1.4109
H 1.5402 -1.1783 -3.0585
H -0.1517 -1.4672 -2.5687
H 0.4274 -2.0221 -4.1339
*
```

Mulliken atomic charges, in units of e: atom 1 (Fe): 0.756, atom 2 (C): -1.699, atom 3 (C): 1.291, atom 4 (C): -1.633, atom 5 (C): -1.676, atom 6 (O): -0.142, atom 7 (H): 0.409, atom 8 (H): 0.329, atom 9 (H): 0.338, atom 10 (H): 0.455, atom 11 (H): 0.372, atom 12 (H): 0.271, atom 13 (H): 0.482, atom 14 (H): 0.323, atom 15 (H): 0.282, atom 16 (F): -0.297, atom 17 (C): 0.780, atom 18 (F): -0.305, atom 19 (F): -0.314, atom 20 (C): 0.049, atom 21 (C): -0.928, atom 22 (C): -0.665, atom 23 (N): 1.203, atom 24 (C): -0.811, atom 25 (C): -0.991, atom 26 (H): 0.387, atom 27 (H): 0.314, atom 28 (H): 0.382, atom 29 (H): 0.368, atom 30 (N): -0.631, atom 31 (C): 0.146, atom 32 (C): 0.535, atom 33 (C): -0.954, atom 34 (C): 0.154, atom 35 (C): 0.104, atom 36 (C): -0.109, atom 37 (C): -0.908, atom 38 (H): 0.459, atom 39 (H): 0.533, atom 40 (H): 0.556, atom 41 (H): 0.414, atom 42 (C): -1.225, atom 43 (Ge): 0.566, atom 44 (C): -1.325, atom 45 (C): -1.343, atom 46 (C): -1.013, atom 47 (H): 0.458, atom 48 (H): 0.334, atom 49 (H): 0.351, atom 50 (H): 0.402, atom 51 (H): 0.413, atom 52 (H): 0.372, atom 53 (H): 0.399, atom 54 (H): 0.377, atom 55 (H): 0.417, atom 56 (H): 0.185, atom 57 (H): 0.223, atom 58 (C): -1.175, atom 59 (Si): 0.495, atom 60 (C): -0.990, atom 61 (C): -1.067, atom 62 (C): 0.213, atom 63 (Te): -0.166, atom 64 (C): -0.601, atom 65 (Si): 0.227, atom 66 (C): -1.198, atom 67 (C): -0.432, atom 68 (C): -0.448, atom 69 (H): 0.311, atom 70 (H): 0.318, atom 71 (H): 0.337, atom 72 (H): 0.380, atom 73 (H): 0.208, atom 74 (H): 0.310, atom 75 (H): 0.352, atom 76 (H): 0.312, atom 77 (H): 0.288, atom 78 (H): -0.601, atom 79 (H): 0.228, atom 80 (H): 0.715, atom 81 (H): 0.176, atom 82 (H): 0.333, atom 83 (H): 0.313, atom 84 (H): 0.324, atom 85 (H): 0.454, atom 86 (H): 0.392, atom 87 (H): -0.492, atom 88 (H): 0.297, atom 89 (H): -0.576, atom 90 (H): 0.544



Entry 6:
This record from the OMol25 dataset describes a structure of composition C15H17MnNO4. The level of theory is ωB97M-V with the def2-TZVPD basis set.

* ⟨S²⟩: 6.07
* calculated total energy: -2087.1986 hartree
* Kohn-Sham gap (spin up / spin down): 8.139 / 3.812 eV
* highest occupied orbital energy (spin up / spin down): -18.72 / -18.78 eV
* energy above the lowest of the compared OMol25 structures with the same formula, charge and spin: 0.0 kcal/mol

```
! RIJCOSX wB97M-V def2-TZVPD def2/J DEFGRID3
* xyz 3 5
Mn -0.0725 -0.1899 0.2192
C -0.9201 -1.7713 0.2454
O -1.4335 -2.8196 0.1660
C -0.1314 -0.1454 -1.6137
O -0.1395 -0.1707 -2.7781
C 1.6269 -0.9108 0.0789
O 2.6874 -1.3721 -0.0633
C -1.4324 1.0570 0.1874
O -2.2335 1.9035 0.0716
C 2.7217 4.0380 -0.6107
H 2.0102 4.6901 -0.0868
H 3.5673 3.6517 -0.0271
C 2.5906 3.7704 -1.9198
H 3.3161 3.1436 -2.4549
H 1.7717 4.1984 -2.5131
C -3.0103 1.1774 4.3323
N -2.6593 -0.2569 4.1462
C -3.8704 -1.1375 4.0629
C -1.7289 -0.4752 2.9768
C -0.3966 0.2290 3.1418
C 0.0977 0.5581 4.4179
C 1.3081 1.2487 4.5519
C 2.0509 1.5863 3.4108
C 1.5800 1.2039 2.1368
C 0.3775 0.5261 2.0199
H -3.4847 1.5314 3.4111
H -2.0955 1.7347 4.5359
H -3.7021 1.2486 5.1776
H -2.1247 -0.5666 4.9724
H -4.4563 -0.8493 3.1791
H -3.5327 -2.1791 3.9789
H -4.4646 -0.9997 4.9771
H -1.6014 -1.5648 2.8826
H -2.2707 -0.1383 2.0789
H -0.4505 0.2887 5.3230
H 1.6833 1.5220 5.5385
H 2.9992 2.1190 3.4988
H 2.1816 1.4610 1.2568
*
```

Mulliken atomic charges, in units of e: atom 1 (Mn): -0.274, atom 2 (C): 0.278, atom 3 (O): -0.184, atom 4 (C): 0.365, atom 5 (O): -0.148, atom 6 (C): 0.211, atom 7 (O): -0.182, atom 8 (C): 0.287, atom 9 (O): -0.246, atom 10 (C): -0.155, atom 11 (H): 0.325, atom 12 (H): 0.340, atom 13 (C): -0.150, atom 14 (H): 0.318, atom 15 (H): 0.318, atom 16 (C): -0.820, atom 17 (N): -0.043, atom 18 (C): -0.792, atom 19 (C): -1.146, atom 20 (C): 1.750, atom 21 (C): -0.562, atom 22 (C): -1.044, atom 23 (C): -0.818, atom 24 (C): 0.111, atom 25 (C): 0.175, atom 26 (H): 0.347, atom 27 (H): 0.408, atom 28 (H): 0.401, atom 29 (H): 0.363, atom 30 (H): 0.377, atom 31 (H): 0.354, atom 32 (H): 0.374, atom 33 (H): 0.448, atom 34 (H): 0.306, atom 35 (H): 0.431, atom 36 (H): 0.438, atom 37 (H): 0.431, atom 38 (H): 0.407